a) {"formula": "C8H10O", "method": "ωB97M-V/def2-TZVPD", "e_lumo_ha": 0.036, "smiles": "O=C1C[C@@H]2C[C@@H]3C[C@@H]3[C@H]12", "homo_ev": -8.9, "symbols": ["O", "C", "C", "C", "C", "C", "C", "C", "C", "H", "H", "H", "H", "H", "H", "H", "H", "H", "H"], "xyz": [[-0.4048, 2.0372, 2.1885], [1.3437, 0.7049, -0.9721], [-0.7572, -0.8481, 0.5325], [-0.4013, 1.0156, 1.5871], [-0.0999, -1.4038, -0.6751], [0.0654, -0.4260, 1.7916], [0.4423, -0.2931, -1.5668], [-0.9949, 0.6639, 0.1904], [-0.1346, 1.0281, -1.0228], [0.6150, -2.2297, -0.4033], [0.5219, -0.5974, -2.5954], [1.1439, -0.5637, 1.8703], [2.0460, 1.2344, -1.6446], [1.8786, 0.6124, -0.0498], [-1.7156, -1.3600, 0.7860], [-0.3757, 1.9227, -1.6772], [-0.9191, -1.9641, -1.2369], [-1.9715, 1.1455, 0.1711], [-0.2823, -0.6788, 2.7265]], "mulliken_charge": [-0.58, -0.82, 0.12, 0.39, -0.89, -1.11, -0.07, -0.13, -0.29, 0.30, 0.38, 0.30, 0.25, 0.16, 0.39, 0.35, 0.35, 0.55, 0.36]}

b) {"formula": "C8H10O", "method": "ωB97M-V/def2-TZVPD", "e_lumo_ha": 0.007, "smiles": "COC1C=CC=CC=C1", "homo_ev": -8.3, "symbols": ["O", "C", "C", "C", "C", "C", "C", "C", "C", "H", "H", "H", "H", "H", "H", "H", "H", "H", "H"], "xyz": [[0.6589, 1.0988, 1.6930], [-0.7235, 1.4655, 1.3992], [0.7093, -1.1182, 0.9284], [-0.8300, -0.3690, -1.7203], [0.2730, 0.5527, -1.6735], [1.0220, 0.8939, -0.6779], [1.2874, 0.2465, 0.7219], [-1.0064, -1.5549, -0.9993], [-0.1394, -1.9180, 0.1447], [-1.4431, 0.6083, 1.5284], [-0.1444, -2.9114, 0.6285], [2.4031, 0.3807, 1.0973], [0.9381, -1.6753, 2.0124], [-0.6901, 1.9184, 0.3948], [-1.0350, 2.1871, 2.1003], [1.6622, 1.7579, -1.0371], [-1.6685, -0.2866, -2.5091], [-1.8327, -2.2873, -1.3622], [0.5591, 1.0109, -2.6698]], "mulliken_charge": [-0.46, -0.56, -0.46, -0.29, 0.00, -0.78, 0.62, -0.28, -0.23, 0.21, 0.27, 0.20, 0.16, 0.27, 0.32, 0.24, 0.25, 0.26, 0.26]}

Which structure is the most stable? The one labeled a).

a) {"formula": "C5H2O", "method": "ωB97M-V/def2-TZVPD", "e_lumo_ha": [-0.060, -0.059], "homo_ev": [-9.3, -9.3], "symbols": ["O", "C", "C", "C", "C", "C", "H", "H"], "xyz": [[-0.0285, 1.2085, 2.0333], [1.2803, 0.3809, -0.0249], [-0.1722, 0.5141, 1.1250], [-0.0091, -0.0786, -0.1079], [2.5324, 0.4745, 0.0233], [-0.9003, -0.7345, -0.8302], [-1.7973, -0.9251, -0.3098], [-0.9052, -0.8397, -1.9088]], "mulliken_charge": [-0.22, -0.14, 0.49, 0.51, -0.45, -0.77, 0.29, 0.29]}

b) {"formula": "C5H2O", "method": "ωB97M-V/def2-TZVPD", "e_lumo_ha": -0.033, "homo_ev": -10.0, "symbols": ["O", "C", "C", "C", "C", "C", "H", "H"], "xyz": [[-1.4903, -1.3119, 0.8723], [0.9531, 0.3455, -0.3822], [-0.5971, 0.3509, -0.6478], [1.4051, -0.2176, 0.6101], [-1.1760, -0.1779, 0.6453], [0.1469, 1.0386, -1.4512], [1.7367, -0.8903, 1.3686], [-1.1637, 0.6284, 1.4005]], "mulliken_charge": [-0.41, 0.36, 0.39, -0.29, -0.05, -0.76, 0.37, 0.39]}

Which structure is the most stable? The one labeled a).

a) {"formula": "C3H6N2S3", "method": "ωB97M-V/def2-TZVPD", "e_lumo_ha": -0.023, "homo_ev": -8.1, "symbols": ["S", "S", "S", "N", "N", "C", "C", "C", "H", "H", "H", "H", "H", "H"], "xyz": [[-1.1143, -1.6463, 2.0036], [0.2764, 1.8474, -3.6715], [0.9108, 1.2314, -0.4741], [-1.6149, 0.9865, 1.3126], [0.1756, -0.2612, 0.2141], [-0.8498, -0.2036, 1.1172], [1.3758, -1.2286, 0.3101], [0.2862, 1.0381, -2.3591], [1.8817, -1.1899, -0.9497], [2.4940, -0.6782, 1.3586], [0.5442, -2.5702, 0.9888], [-2.6982, 0.6757, 1.6790], [-0.0790, 0.0411, -2.3798], [-1.5884, 1.9578, 0.8502]], "mulliken_charge": [-0.43, -0.20, -0.04, -0.46, -0.08, 0.46, -0.70, -0.08, 0.22, 0.18, 0.27, 0.29, 0.30, 0.26]}

b) {"formula": "C3H6N2S3", "method": "ωB97M-V/def2-TZVPD", "e_lumo_ha": -0.013, "homo_ev": -8.5, "symbols": ["S", "S", "S", "N", "N", "C", "C", "C", "H", "H", "H", "H", "H", "H"], "xyz": [[-0.3024, -1.3295, -0.2464], [1.3237, 1.4731, -0.0260], [2.5492, -0.9327, 0.2368], [-2.7994, -0.1737, 1.0728], [-2.9040, -0.0628, -0.2826], [-1.8061, -0.4017, -0.8732], [-0.4237, 2.0321, -0.1718], [1.0488, -0.1525, -0.0121], [-2.0486, -0.5307, -1.9809], [-0.7422, 3.3832, -0.1459], [-1.1228, 1.3542, -1.0583], [-3.7086, -0.2869, 1.6860], [-0.6969, 1.8791, 1.1191], [-1.7983, -0.3860, 1.7618]], "mulliken_charge": [0.00, 0.01, -0.29, -0.30, -0.22, -0.51, -0.67, 0.22, 0.46, 0.30, 0.31, 0.24, 0.20, 0.26]}

Which structure is the most stable? The one labeled b).

a) {"formula": "C3H6N2S3", "method": "ωB97M-V/def2-TZVPD", "e_lumo_ha": [-0.023, -0.025], "smiles": "[S-][N+]1=CCN(S)[C@@H]1S", "homo_ev": [-8.6, -8.0], "symbols": ["S", "S", "S", "N", "N", "C", "C", "C", "H", "H", "H", "H", "H", "H"], "xyz": [[1.0147, -2.4038, 1.5599], [0.9721, 1.7968, -1.5221], [-1.0704, -1.4060, -1.4131], [0.4187, 0.7741, -0.3407], [0.3976, -1.1171, 0.9251], [0.3795, -0.6459, -0.4596], [-0.6230, 0.1478, 1.6813], [-0.4492, 1.2399, 0.7814], [1.3022, -1.0691, -1.0235], [0.0331, 1.8349, -2.5546], [-1.3992, 1.5117, 0.3326], [-0.3777, -0.1364, 2.5976], [-0.6337, -2.6735, -1.6743], [0.0352, 2.1465, 1.1102]], "mulliken_charge": [-0.19, -0.20, -0.24, -0.10, -0.02, -0.24, -0.52, -0.17, 0.36, 0.13, 0.29, 0.40, 0.14, 0.35]}

b) {"formula": "C3H6N2S3", "method": "ωB97M-V/def2-TZVPD", "e_lumo_ha": 0.010, "homo_ev": -8.2, "symbols": ["S", "S", "S", "N", "N", "C", "C", "C", "H", "H", "H", "H", "H", "H"], "xyz": [[1.3950, -2.2978, 0.3765], [4.2797, 1.0699, 0.0774], [3.4081, -0.3444, -1.1547], [3.3836, 0.6982, 1.3407], [2.4648, -0.0595, 1.4032], [2.0722, -0.6689, 0.1431], [0.4627, 0.4505, -0.3567], [-0.6501, 0.5026, 0.6342], [-0.5064, 0.9530, 1.5637], [2.1090, -2.8816, -0.5348], [0.8625, 1.3658, -0.8132], [-1.5839, 1.0187, 0.2920], [-1.0341, -0.4506, 0.9870], [0.2499, -0.2581, -1.1400]], "mulliken_charge": [-0.14, 0.12, -0.14, -0.18, -0.16, 0.17, -0.43, -1.08, 0.38, 0.14, 0.36, 0.33, 0.31, 0.33]}

Which structure is the most stable? The one labeled b).

a) {"formula": "C7H12", "method": "ωB97M-V/def2-TZVPD", "e_lumo_ha": 0.033, "homo_ev": -8.0, "symbols": ["C", "C", "C", "C", "C", "C", "C", "H", "H", "H", "H", "H", "H", "H", "H", "H", "H", "H", "H"], "xyz": [[-0.5256, 0.5049, -0.4293], [-0.5880, -0.0939, 0.9253], [0.3230, -2.5984, 0.3451], [0.7344, -0.1684, -0.8263], [-0.8556, -2.3891, -0.5558], [0.1994, 3.4716, 0.0334], [-0.1031, -1.2065, -0.0380], [0.9093, -0.2977, -1.8965], [-0.3511, 3.9173, 0.8638], [-1.5735, -0.1575, 1.3913], [1.2515, -2.9640, -0.0852], [-0.7450, -2.6287, -1.6101], [0.4323, 4.2431, -0.7027], [-1.8496, -2.5646, -0.1527], [0.1470, -2.9007, 1.3740], [1.1376, 3.0601, 0.4157], [1.6649, -0.0033, -0.2674], [-0.4196, 2.6985, -0.4425], [0.2117, 0.0773, 1.6578]], "mulliken_charge": [-0.67, -0.48, -0.47, -0.49, -0.85, -0.87, 0.73, 0.28, 0.26, 0.27, 0.24, 0.23, 0.32, 0.23, 0.24, 0.20, 0.25, 0.31, 0.24]}

b) {"formula": "C7H12", "method": "ωB97M-V/def2-TZVPD", "e_lumo_ha": 0.046, "smiles": "C[C@@H]1C=C[C@H](C)C1", "homo_ev": -9.2, "symbols": ["C", "C", "C", "C", "C", "C", "C", "H", "H", "H", "H", "H", "H", "H", "H", "H", "H", "H", "H"], "xyz": [[0.8379, 0.6514, -1.1858], [-1.2130, 0.5130, -0.0273], [-0.0969, -0.0291, 0.8780], [-0.4819, 0.6679, -1.3474], [2.3106, -0.6710, 0.4218], [-2.4128, -0.4253, 0.0104], [1.2390, 0.4025, 0.2531], [-0.2122, 0.2260, 1.9353], [-1.5475, 1.5109, 0.3010], [-3.1187, -0.2532, -0.8062], [2.5193, -0.8402, 1.4843], [1.9510, -1.6149, -0.0063], [1.5753, 0.8213, -1.9698], [-2.9375, -0.3076, 0.9657], [-2.0623, -1.4660, -0.0433], [3.2496, -0.4049, -0.0753], [-0.1616, -1.1274, 0.8060], [1.5916, 1.3408, 0.7069], [-0.9937, 0.8296, -2.2954]], "mulliken_charge": [-0.62, 0.74, -1.30, -0.60, -1.52, -1.44, 0.62, 0.38, 0.23, 0.37, 0.35, 0.37, 0.41, 0.34, 0.35, 0.39, 0.27, 0.27, 0.37]}

c) {"formula": "C7H12", "method": "ωB97M-V/def2-TZVPD", "e_lumo_ha": [-0.028, -0.028], "homo_ev": [-9.1, -9.1], "symbols": ["C", "C", "C", "C", "C", "C", "C", "H", "H", "H", "H", "H", "H", "H", "H", "H", "H", "H", "H"], "xyz": [[-0.1540, -1.1171, 0.9226], [-1.7350, 0.7870, 0.1778], [0.8798, -0.8985, -0.1672], [0.7432, 2.5970, 0.4090], [-0.1971, -0.7424, -1.2253], [2.1972, -0.7485, -0.1683], [-1.2386, -0.6253, -0.0768], [1.1659, 2.2068, -0.5460], [2.7795, -0.8427, 0.7457], [-2.3536, 1.1474, -0.6515], [-0.9147, 1.5257, 0.2941], [-0.3295, -1.6473, -1.8295], [-0.1097, 0.1174, -1.9000], [-0.0356, -0.5369, 1.8453], [2.7421, -0.5249, -1.0829], [-0.2691, -2.1742, 1.1883], [-2.3262, 0.8432, 1.0983], [-2.0979, -1.2971, -0.1763], [1.2534, 1.9303, 1.1427]], "mulliken_charge": [-0.71, -0.96, 0.34, -0.54, -0.70, -0.90, 0.33, 0.17, 0.27, 0.35, 0.03, 0.26, 0.29, 0.30, 0.27, 0.26, 0.35, 0.42, 0.18]}

Which structure is the most stable? The one labeled b).

a) {"formula": "C7H12", "method": "ωB97M-V/def2-TZVPD", "e_lumo_ha": -0.044, "homo_ev": -6.7, "symbols": ["C", "C", "C", "C", "C", "C", "C", "H", "H", "H", "H", "H", "H", "H", "H", "H", "H", "H", "H"], "xyz": [[-0.2025, 3.0591, -0.2714], [0.0894, -3.2058, -0.4586], [-0.0812, 1.7188, -1.0407], [-0.0072, -2.3414, 0.8607], [-0.1871, 0.2346, 1.1557], [0.5294, 0.7790, -0.0117], [0.4319, -0.9643, 0.5411], [0.0623, 0.1932, 2.2281], [-1.0598, 1.2923, -1.3124], [1.4936, -1.0214, 0.4396], [-0.4785, 2.8596, 0.7670], [0.7332, -4.0442, -0.7009], [-0.9247, 3.7467, -0.8738], [0.5590, 1.8950, -1.9082], [0.6919, 3.6334, -0.4083], [0.3339, -2.3162, -1.1257], [-0.9708, -3.3169, -0.6836], [-1.2586, 0.2733, 0.8779], [0.2457, -2.4749, 1.9252]], "mulliken_charge": [-0.94, -0.90, -0.30, -0.14, -0.72, -0.20, -0.56, 0.25, 0.32, 0.53, 0.32, 0.33, 0.27, 0.24, 0.29, 0.35, 0.30, 0.20, 0.35]}

b) {"formula": "C7H12", "method": "ωB97M-V/def2-TZVPD", "e_lumo_ha": 0.044, "smiles": "C/C=C1/C=CCC1.[H][H]", "homo_ev": -8.1, "symbols": ["C", "C", "C", "C", "C", "C", "C", "H", "H", "H", "H", "H", "H", "H", "H", "H", "H", "H", "H"], "xyz": [[-2.1702, -1.1462, 0.9889], [1.2551, 1.6151, -0.9901], [1.6411, 1.3330, 0.4426], [0.7029, 0.1708, 0.8423], [-1.5831, -0.4157, -0.1823], [-0.3778, 0.1586, -0.2265], [0.1454, 0.9604, -1.3444], [-3.1520, -0.7311, 1.2486], [0.3061, 0.2718, 1.8569], [-2.3243, -2.2105, 0.7699], [1.8024, 2.3107, -1.6200], [1.0612, -2.5358, -1.2159], [-2.2173, -0.3335, -1.0659], [2.7011, 1.0767, 0.5519], [-1.5316, -1.0765, 1.8749], [1.2532, -0.7786, 0.8032], [1.4677, 2.2214, 1.0657], [1.3764, -1.9224, -1.4941], [-0.3561, 1.0320, -2.3057]], "mulliken_charge": [-1.16, -0.36, -0.62, -0.53, -0.23, 0.59, -0.79, 0.30, 0.31, 0.28, 0.41, 0.09, 0.34, 0.30, 0.29, 0.20, 0.27, -0.10, 0.38]}

c) {"formula": "C7H12", "method": "ωB97M-V/def2-TZVPD", "e_lumo_ha": 0.030, "smiles": "C=CC(=C)CCC", "homo_ev": -8.5, "symbols": ["C", "C", "C", "C", "C", "C", "C", "H", "H", "H", "H", "H", "H", "H", "H", "H", "H", "H", "H"], "xyz": [[2.0078, 0.0135, -0.2352], [0.6832, 0.1742, -0.3784], [-0.0665, -0.8138, -1.1730], [0.4587, -1.5971, -2.1181], [-1.3406, -0.0272, 2.1102], [-0.0289, 1.2978, 0.3566], [-1.4101, 0.8964, 0.8834], [-2.3437, -0.3844, 2.3290], [2.6408, 0.8532, 0.0240], [0.6389, 1.6750, 1.1291], [-1.8877, 1.8234, 1.2015], [-0.2079, 2.1351, -0.3323], [-0.8445, 0.4207, 2.9618], [-2.0134, 0.4159, 0.1253], [-1.1498, -0.8182, -1.1860], [1.5211, -1.5554, -2.3299], [-0.1361, -2.0812, -2.8767], [-0.8566, -0.9606, 1.7972], [2.5040, -0.9428, -0.3390]], "mulliken_charge": [-0.96, 0.87, -0.22, -0.89, -1.15, -0.74, -0.42, 0.34, 0.26, 0.35, 0.35, 0.27, 0.35, 0.30, 0.08, 0.29, 0.28, 0.29, 0.33]}

Which structure is the most stable? The one labeled b).